{"formula": "C13H33Cl2NO4", "method": "ωB97M-V/def2-TZVPD", "smiles": "CC(N)=O.CC(C)O.CC(C)O.CC(C)O.ClCCCl", "total_charge": 0, "e_homo_ha": -0.34209, "e_above_lowest_kcal_mol": 0.0, "multiplicity": 1, "orbital_gap_ev": 9.56, "species": ["C", "C", "N", "O", "H", "H", "H", "H", "H", "C", "C", "C", "O", "H", "H", "H", "H", "H", "H", "H", "H", "C", "C", "C", "O", "H", "H", "H", "H", "H", "H", "H", "H", "C", "C", "C", "O", "H", "H", "H", "H", "H", "H", "H", "H", "Cl", "C", "C", "Cl", "H", "H", "H", "H"], "positions_angstrom": [[12.5380, -18.1291, 1.3648], [13.7699, -17.4118, 1.8250], [13.9816, -16.1622, 1.3507], [14.5416, -17.9464, 2.6102], [12.4637, -18.2591, 0.2778], [11.5765, -17.7192, 1.6721], [12.5954, -19.1626, 1.7026], [14.8542, -15.7059, 1.5423], [13.2805, -15.7455, 0.7668], [13.5712, -15.7681, 5.4933], [14.2125, -16.8501, 6.3522], [13.1287, -17.5054, 7.2082], [14.7495, -17.8866, 5.5040], [13.3457, -14.9407, 6.1795], [12.6284, -16.0960, 5.0602], [14.2246, -15.3130, 4.7473], [14.9903, -16.4187, 6.9878], [12.3982, -18.0366, 6.5993], [12.5834, -16.7015, 7.7220], [13.5038, -18.1837, 7.9730], [14.6935, -17.5832, 4.5884], [13.9846, -22.6737, 4.4502], [13.9629, -21.1555, 4.4704], [12.5493, -20.6029, 4.2993], [14.5170, -20.7605, 5.7067], [13.4969, -23.0879, 5.3347], [14.9908, -23.0677, 4.3194], [13.3998, -23.0724, 3.6110], [14.5766, -20.8151, 3.6241], [12.5822, -19.5111, 4.3087], [11.9431, -20.8715, 5.1706], [12.0862, -21.0008, 3.3970], [14.5137, -19.7936, 5.7827], [17.1236, -13.8732, 5.3269], [18.1548, -14.6530, 4.5536], [17.7163, -16.0532, 4.1534], [18.5212, -13.8943, 3.3714], [16.1777, -13.8776, 4.7703], [17.4332, -12.8393, 5.4600], [16.9255, -14.3424, 6.2947], [19.0704, -14.7761, 5.1402], [16.7310, -16.0186, 3.6805], [17.6975, -16.7440, 4.9987], [18.4785, -16.4682, 3.4925], [17.7078, -13.8648, 2.8517], [10.2761, -17.2385, 4.4735], [8.6698, -17.4197, 3.7224], [7.8621, -16.1774, 4.0091], [6.2391, -16.3055, 3.2580], [8.2231, -18.3438, 4.0803], [8.8014, -17.5817, 2.6515], [8.3340, -15.2777, 3.6360], [7.6637, -16.1307, 5.0763]], "atomic_forces_ev_per_a": [[-0.561, -1.074, -0.869], [0.198, -0.174, 0.563], [-0.422, -0.268, -0.130], [0.029, 0.271, -0.141], [0.296, 0.529, -0.002], [0.219, 0.302, 0.310], [0.008, 0.174, 0.437], [-0.018, 0.129, 0.044], [0.220, 0.216, -0.132], [0.094, 0.849, 0.975], [-0.801, -0.980, -0.878], [-0.154, 0.788, 0.492], [0.190, 0.474, 0.426], [-0.220, -0.030, -0.168], [0.121, -0.091, -0.198], [0.111, -0.397, -0.162], [0.162, -0.125, -0.125], [0.136, -0.044, -0.196], [0.037, -0.199, 0.091], [0.205, -0.053, -0.125], [0.186, -0.291, -0.165], [-0.525, -0.350, -0.455], [-0.224, -0.298, -0.190], [0.219, 0.061, 0.602], [0.104, 0.019, 0.226], [0.295, 0.094, 0.198], [0.070, 0.029, 0.352], [0.096, 0.259, -0.072], [0.027, 0.221, 0.129], [-0.037, 0.003, -0.364], [-0.002, -0.236, -0.101], [-0.086, 0.200, -0.083], [0.099, 0.041, -0.274], [-0.413, -0.267, 0.136], [0.517, -0.066, -0.408], [0.308, 0.046, 0.192], [-0.269, -0.430, 0.463], [0.042, 0.074, 0.046], [0.069, -0.007, 0.115], [0.018, 0.121, -0.002], [0.036, 0.377, -0.126], [0.064, -0.259, -0.104], [-0.358, 0.182, 0.131], [-0.243, 0.074, -0.298], [0.199, 0.140, -0.138], [0.031, -0.065, -0.007], [0.015, -0.274, -0.711], [-0.519, -0.522, 0.368], [0.110, -0.032, -0.153], [-0.125, 0.213, 0.384], [0.158, 0.275, 0.033], [0.082, 0.046, 0.044], [0.206, 0.326, 0.019]], "mulliken_charge": [-1.05, 0.77, -0.34, -0.66, 0.44, 0.19, 0.17, 0.23, 0.17, -0.95, 0.98, -1.45, -0.39, 0.46, -0.04, 0.14, 0.13, 0.19, 0.41, 0.39, 0.18, -1.56, 0.90, -1.04, -0.62, 0.37, 0.37, 0.38, 0.07, 0.04, 0.35, 0.38, 0.36, -1.00, 0.26, -0.85, -0.55, 0.17, 0.34, 0.31, 0.32, 0.01, 0.34, 0.36, 0.33, -0.13, -0.61, -0.36, -0.21, 0.34, 0.32, 0.31, 0.29]}